[1]
C3H5GaO3 | ωB97M-V/def2-TZVPD

As for the max |F|: 3.94 eV/A. Its energy above the lowest of the compared OMol25 structures with the same formula, charge and spin is 42.62 kcal/mol. Its frontier orbital gap (spin up / spin down) is 10.13 / 7.00 eV. The calculation puts the HOMO energy (spin up / spin down) at -15.050 / -15.216 eV.

ORCA input file:
```
! RIJCOSX wB97M-V def2-TZVPD def2/J DEFGRID3
* xyz 1 2
Ga 2.3336 0.2742 0.5199
O 0.7915 0.3963 -0.6919
O -0.7285 -1.1377 0.0313
O 1.5630 -1.4163 0.4079
C 0.5829 -1.0468 -0.4596
C -0.4137 1.0925 -0.3698
C -1.1051 0.1218 0.5712
H -0.7418 0.2342 1.6064
H 1.0781 -2.0306 -0.9774
H -0.1651 2.0557 0.0899
H -2.1977 0.1996 0.5585
H -0.9971 1.2572 -1.2864
*
```

[2]
C5H15N2 | ωB97M-V/def2-TZVPD

As for the max |F|: 4.60 eV/A. Its energy above the lowest of the compared OMol25 structures with the same formula, charge and spin is 52.03 kcal/mol. Its frontier orbital gap is 11.33 eV. The calculation puts the HOMO energy at -14.268 eV.

ORCA input file:
```
! RIJCOSX wB97M-V def2-TZVPD def2/J DEFGRID3
* xyz 1 1
N -1.9025 -1.3938 0.2845
N -0.4962 -0.1356 -1.2973
C 2.4504 -0.4363 -0.4174
C 1.3435 -0.3599 0.6625
C -0.2497 0.3784 0.1183
C -0.1299 1.8316 0.1232
C -1.5079 -0.0791 0.8409
H -0.9563 0.5003 -1.9731
H -1.2263 -0.1601 1.8937
H 0.8584 -1.2593 1.0294
H 0.2505 -0.6583 -1.6422
H -0.4825 2.2104 -0.7903
H -2.2256 0.6857 0.8630
H 1.6747 0.4953 1.2651
H -0.6026 2.2094 0.9985
H -2.8517 -1.5072 0.0092
H 3.3390 -0.6151 0.1787
H -1.1184 -1.0588 -1.1092
H 0.8126 2.2914 -0.0091
H 2.5551 0.5088 -0.9452
H 2.3875 -1.2964 -1.1143
H -1.9223 -2.1515 1.0310
*
```

[3]
C16H34MoN3OPSSi | ωB97M-V/def2-TZVPD

As for the max |F|: 3.36 eV/A. Its energy above the lowest of the compared OMol25 structures with the same formula, charge and spin is 99.15 kcal/mol. Its frontier orbital gap (spin up / spin down) is 5.79 / 5.99 eV. The calculation puts the HOMO energy (spin up / spin down) at -5.818 / -5.995 eV.

ORCA input file:
```
! RIJCOSX wB97M-V def2-TZVPD def2/J DEFGRID3
* xyz 0 3
Mo -0.6299 -0.8612 -0.5019
S 0.3422 -1.2659 1.5269
P 0.5751 0.7130 -1.8615
Si -0.0556 -2.6391 -1.9761
O 3.2790 -0.8865 -0.7878
N -0.7694 0.8589 2.7545
N 0.4595 -0.5616 4.1556
N -2.2979 -0.3124 -0.4912
C 3.1699 0.6492 1.3014
C 3.8174 -0.1517 0.2036
C 5.2928 -0.3407 0.2955
C 1.9236 0.4787 -3.1771
C 1.6714 -3.3711 -1.8998
C -5.6557 0.8186 -0.2761
C -3.6052 -0.2545 -0.7328
C -4.2905 0.7730 -0.0732
C -1.4728 1.5489 3.8421
C -0.8224 0.9725 -3.1279
C -5.5327 -1.1620 -1.7513
C -0.0036 -0.2203 2.9170
C 0.9204 2.5130 -1.4873
C 1.1664 0.4078 5.0249
C -4.1685 -1.2364 -1.5633
C -6.2703 -0.1464 -1.1066
H 2.9111 0.0414 2.1799
H 5.6214 -0.8918 -0.5702
H 5.7958 0.6080 0.3342
H -0.2907 -2.4186 -3.4355
H 0.9001 -1.4845 4.1603
H -6.2175 1.6015 0.2193
H 2.2589 0.2711 4.9607
H -0.4304 1.6276 -3.9500
H 1.2332 3.0880 -2.3761
H 1.9553 1.3425 -3.8668
H -2.5174 1.7229 3.5515
H -3.6976 1.4528 0.5415
H 5.4542 -0.9085 1.1910
H -3.5187 -2.0020 -2.0005
H 3.8398 1.4729 1.6368
H -6.0236 -1.8839 -2.3993
H 2.2316 1.1437 1.0255
H -1.6734 1.4538 -2.5981
H 1.6053 -4.3575 -2.3836
H -7.3643 -0.0972 -1.2458
H 1.7410 -0.4279 -3.7670
H -1.1008 1.0231 1.8080
H 1.7029 2.6311 -0.7260
H 2.4052 -2.7711 -2.4391
H 0.0138 2.9761 -1.0756
H -0.9969 2.5208 4.0474
H 3.8653 0.3161 -0.9046
H -1.4577 0.9377 4.7508
H 2.9342 0.3657 -2.7607
H 0.8686 0.2188 6.0621
H 0.9202 1.4424 4.7661
H 2.0049 -3.5128 -0.8707
H -1.1138 -0.0327 -3.5193
H -0.9034 -3.7928 -1.5542
*
```

[4]
C12H29CrNO2S2 | ωB97M-V/def2-TZVPD

As for the max |F|: 1.35 eV/A. Its energy above the lowest of the compared OMol25 structures with the same formula, charge and spin is 0.00 kcal/mol. Its frontier orbital gap (spin up / spin down) is 8.76 / 8.95 eV. The calculation puts the HOMO energy (spin up / spin down) at -14.798 / -14.798 eV.

ORCA input file:
```
! RIJCOSX wB97M-V def2-TZVPD def2/J DEFGRID3
* xyz 2 5
Cr 0.2577 0.2898 -0.1404
S 2.3560 -0.9805 0.1872
S -1.2335 2.2532 -0.2509
O -0.9982 -1.3657 0.5788
O 0.1423 0.7663 1.8351
N 0.4598 0.2202 -2.1798
C 0.0230 1.5440 -2.7265
C -3.3790 -4.1109 -1.1786
C -0.7278 -0.1240 2.6577
C -2.4145 -1.1881 0.2500
C -0.7212 -1.4917 2.0473
C -3.1336 -3.9752 -2.4829
C 0.0562 3.5647 -0.0714
C 2.3709 -1.2792 -1.6330
C 3.5959 0.3854 0.2994
C 1.8741 -0.1312 -2.5050
C -1.2714 2.0246 -2.0695
C 1.3592 1.2510 2.4526
H 2.4899 0.7707 -2.3537
H 3.3602 1.2703 -0.3072
H 0.2113 3.7303 1.0025
H 0.2646 -1.9515 2.1068
H 3.4209 -1.5037 -1.8428
H -0.1380 -0.5062 -2.6167
H -2.5315 -1.3280 -0.8201
H -2.8062 -4.8099 -0.5517
H 3.6854 0.6896 1.3487
H 1.7634 -2.1876 -1.7689
H -4.2050 -3.5783 -0.6844
H -2.3467 -4.5559 -2.9859
H -0.3404 -0.1009 3.6770
H 4.5583 -0.0352 -0.0106
H 1.1150 1.8318 3.3547
H -0.3744 4.4732 -0.5087
H -1.5470 3.0187 -2.4353
H 1.9054 -0.4194 -3.5643
H -2.7177 -0.1674 0.5173
H -1.7199 0.3222 2.5902
H -1.4735 -2.1404 2.5086
H 1.0247 3.3525 -0.5448
H 1.8838 1.8588 1.7140
H -3.7428 -3.3253 -3.1288
H 0.8403 2.2646 -2.5510
H -0.1270 1.4185 -3.8092
H -2.0994 1.3211 -2.2590
H -3.0480 -1.9161 0.7808
H 2.0072 0.4019 2.6867
*
```

[5]
C6H12O | ωB97M-V/def2-TZVPD

As for the max |F|: 0.32 eV/A. Its energy above the lowest of the compared OMol25 structures with the same formula, charge and spin is 29.13 kcal/mol. Its frontier orbital gap is 11.15 eV. The calculation puts the HOMO energy at -10.036 eV.

ORCA input file:
```
! RIJCOSX wB97M-V def2-TZVPD def2/J DEFGRID3
* xyz 0 1
O 1.2608 -1.5586 -0.2246
C 1.6947 -0.4365 0.5391
C -1.2453 1.1795 0.4198
C 2.2597 0.7594 -0.1872
C 0.2832 -0.8375 0.5212
C -1.9187 -1.0397 -0.6768
C -0.7713 -0.1088 -0.2814
H -0.0943 -1.3662 1.4048
H -2.6821 -0.4772 -1.2277
H -1.5456 -1.8444 -1.3210
H -2.3287 1.2013 0.5800
H 2.2735 1.6305 0.4796
H -0.7524 1.3489 1.3857
H -0.2781 0.1805 -1.2159
H -2.4062 -1.4913 0.1972
H 2.2715 -0.7273 1.4204
H 1.6801 1.0169 -1.0774
H -0.9903 2.0144 -0.2348
H 3.2894 0.5564 -0.5010
*
```

[6]
C25H47AlCl5FN4O5 | ωB97M-V/def2-TZVPD

As for the max |F|: 3.78 eV/A. Its energy above the lowest of the compared OMol25 structures with the same formula, charge and spin is 73.95 kcal/mol. Its frontier orbital gap is 1.28 eV. The calculation puts the HOMO energy at -6.718 eV.

ORCA input file:
```
! RIJCOSX wB97M-V def2-TZVPD def2/J DEFGRID3
* xyz 0 1
Cl -0.3512 -5.9495 6.3538
Cl -4.2542 -2.3018 -4.8925
Cl -4.9193 -4.6227 -6.4898
Cl -6.9121 -2.5810 -6.0034
Cl -4.6684 -2.0271 -7.7457
Al 3.6616 -2.4369 8.5553
F -0.2107 3.1299 -7.8393
O 0.1071 -2.4506 0.9692
O -4.0894 0.9212 4.7649
O -1.3552 -2.0149 -5.8284
O 1.6807 4.5695 -2.2777
O -1.0560 6.6310 -0.6556
N 0.7961 -1.1042 -2.8926
N -1.9155 1.6371 2.4453
N 0.8373 1.7074 -1.0982
N -1.1235 1.7062 0.1139
C 0.0768 2.8451 -1.4329
C -0.7253 -0.1827 -7.3195
C 0.8362 -0.7975 -5.3957
C -2.1896 1.2554 1.0629
C 1.4824 1.1576 -6.9193
C 0.2352 0.9045 -7.7205
C -1.0589 -2.2980 0.3568
C 2.1512 1.4355 -1.7469
C -0.4205 -1.0186 -6.1624
C 0.3395 4.0247 -2.4053
C 2.2696 -1.8944 6.6439
C 1.7760 -1.2208 -1.8130
C 1.9750 -0.9812 3.6693
C 0.8168 -1.3175 4.5991
C 0.9043 -3.9354 7.3130
C 1.5011 5.9775 -2.5666
C 2.1038 -3.4103 6.5444
C 2.7544 -0.0085 -1.5987
C -5.1892 -2.8839 -6.2844
C -3.3803 0.4784 5.9178
C 0.0667 1.0724 -0.1356
C 1.2237 -1.6883 -4.1848
C -1.1697 2.8660 -0.6999
C 1.1272 -1.0590 6.0725
C 1.7653 0.2930 -5.7644
H -1.6918 -3.1990 0.2288
H 0.9732 -3.6625 8.3831
H -2.2583 2.5861 2.6208
H -0.0127 1.5108 -8.6270
H -5.0212 0.9698 5.0053
H -2.3204 0.4150 5.6730
H 0.7506 -2.7115 -4.2964
H 0.7284 6.1308 -3.3798
H -0.0280 -3.5434 6.9175
H -1.0319 -1.9006 -0.6894
H 2.7105 0.5299 -5.2095
H -2.2691 0.1405 0.9134
H -1.9575 3.6463 -0.8080
H 0.2214 -1.2311 6.6605
H -1.8185 -1.7377 -5.0126
H 3.2920 -0.1154 -0.6079
H -0.0436 -0.7040 4.3173
H 0.3814 -0.1778 -2.9831
H 2.8469 -1.6122 3.8629
H 0.0807 3.8213 -3.4805
H 2.2735 0.0657 3.7797
H -1.7899 -1.6030 0.8242
H 2.4492 6.4340 -2.9602
H 1.1813 6.5503 -1.6471
H 2.8949 2.1654 -1.3095
H 0.5140 -2.3571 4.4479
H -1.6761 -0.3569 -7.8889
H 2.3814 -2.1542 -2.0166
H 2.3899 -1.6245 7.7079
H -3.7403 -0.5079 6.2193
H 2.0365 -3.7158 5.4970
H 3.5753 -0.1047 -2.3756
H 1.2472 -1.4350 -0.8170
H 0.3573 0.1360 0.3987
H -0.4149 6.0568 -0.2296
H 0.8600 -5.0798 7.2379
H -0.3487 4.8646 -2.0591
H 2.0758 1.7157 -2.8385
H 1.3723 0.0006 6.2046
H -2.4221 0.9885 3.0636
H 3.0166 -3.8944 6.9467
H -3.1563 1.6751 0.6557
H 1.6773 -1.1399 2.6305
H 2.1829 1.9874 -7.1910
H 2.3391 -1.8305 -4.1631
H -3.5196 1.1898 6.7353
H 3.2120 -1.6089 6.1500
*
```

[7]
C4H10N2O | ωB97M-V/def2-TZVPD

As for the max |F|: 1.91 eV/A. Its energy above the lowest of the compared OMol25 structures with the same formula, charge and spin is 21.69 kcal/mol. Its frontier orbital gap is 10.13 eV. The calculation puts the HOMO energy at -9.195 eV.

ORCA input file:
```
! RIJCOSX wB97M-V def2-TZVPD def2/J DEFGRID3
* xyz 0 1
O -1.4947 1.4230 0.4415
N -1.0013 -0.5592 -1.4774
N 0.7032 1.8980 0.5112
C 1.6131 -2.0223 0.3712
C 0.2896 -1.2786 0.5920
C 0.0068 -0.2355 -0.5042
C -0.3767 1.1005 0.1177
H 0.9758 -0.0441 -1.0152
H 1.9793 -2.6128 1.2103
H -1.8426 -0.0427 -1.2589
H -0.5202 -2.0112 0.6199
H -1.1048 -1.5276 -1.7152
H 0.3440 2.8507 0.4759
H 1.5525 1.7157 0.0148
H 1.6052 -2.4772 -0.6145
H 0.2700 -0.8184 1.5865
H 2.4032 -1.2515 0.3440
*
```

[8]
C29H26N8O2S2V | ωB97M-V/def2-TZVPD

As for the max |F|: 0.65 eV/A. Its energy above the lowest of the compared OMol25 structures with the same formula, charge and spin is 5.77 kcal/mol. Its frontier orbital gap (spin up / spin down) is 6.90 / 7.97 eV. The calculation puts the HOMO energy (spin up / spin down) at -10.452 / -10.496 eV.

ORCA input file:
```
! RIJCOSX wB97M-V def2-TZVPD def2/J DEFGRID3
* xyz 1 3
V -0.5739 0.0327 -0.3743
S -1.0479 2.6854 -2.7341
S 1.7851 0.9678 -3.7083
O -0.4036 2.7503 -4.0198
O -2.4466 2.3669 -2.6371
N -0.3388 -1.4779 0.7545
N 0.2564 1.2786 1.0879
N -0.2489 1.5723 -1.8410
N 1.1630 -0.0948 -1.4676
N -1.9240 -1.0654 -1.6484
N 1.0631 0.7528 2.0292
N -0.1068 7.6357 0.3451
N -1.7747 -2.4127 -1.5299
C -1.6249 5.9760 -0.5215
C 0.5106 4.6903 -1.7537
C -2.8032 -4.1135 -0.1518
C 0.9292 -1.6277 1.3511
C -1.9929 -2.0155 -3.6831
C 0.8224 0.8961 -2.2879
C 3.5475 -1.9585 2.3971
C 0.7109 2.8505 2.6078
C -1.2224 -2.5751 0.8514
C 2.8435 -3.0363 1.8634
C -2.0485 -0.8241 -2.9548
C 1.6291 -0.5490 1.9151
C -0.3352 6.5078 -0.4063
C 4.9526 -2.1193 2.9052
C 0.7310 5.8427 -1.0332
C -0.7777 4.1740 -1.8532
C -2.9990 -4.7654 1.0558
C 1.3464 1.6856 2.9656
C 2.2186 -0.8377 -1.9445
C 0.0422 2.5472 1.4186
C 1.5761 -2.8683 1.3462
C 2.6967 -0.3988 -3.1240
C -1.8445 4.8175 -1.2422
C -1.9243 -3.0424 -0.2609
C -1.4445 -3.2178 2.0696
C 2.9210 -0.7243 2.4015
C -1.8219 -3.0012 -2.7394
C -2.3043 -4.2929 2.1687
C -3.9718 -5.9054 1.1681
H 1.9624 1.4555 3.8165
H -2.4572 6.4822 -0.0485
H -1.7358 -4.0699 -2.8369
H -3.6784 -6.5950 1.9580
H -2.4500 -4.7707 3.1294
H 3.4611 0.1349 2.7797
H 1.0558 -3.7154 0.9187
H -2.0648 -2.1356 -4.7491
H -2.1835 0.1874 -3.3002
H -0.9144 -2.8639 2.9448
H 5.6735 -1.9274 2.1080
H -4.9695 -5.5329 1.4081
H -3.3582 -4.4290 -1.0272
H 1.3372 4.1921 -2.2456
H -0.8980 8.2240 0.5444
H 5.1232 -3.1322 3.2662
H -4.0418 -6.4616 0.2345
H 0.7493 8.1373 0.1809
H 1.7319 6.2484 -0.9534
H 0.7231 3.7870 3.1355
H -0.5722 3.1749 0.7911
H 3.5231 -0.7903 -3.6917
H 3.3013 -4.0174 1.8389
H -2.8402 4.4065 -1.3387
H 2.5910 -1.6693 -1.3658
H 5.1658 -1.4258 3.7176
*
```

- The highest max |F| belongs to which entry?
  C5H15N2